# 1
# C5H12O2

A cluster of 2 separate species, C5H12O2 in total (ωB97M-V/def2-TZVPD, the OMol25 dataset).

The calculation puts the HOMO-LUMO gap at 0.3820 Ha. As for the structure (SMILES): C=C[C@@H](C)O.CO.

The geometry in ORCA input format:
```
! RIJCOSX wB97M-V def2-TZVPD def2/J DEFGRID3
* xyz 0 1
C 0.388 1.745 0.896
C -0.070 1.325 -0.277
C -1.332 0.510 -0.442
C -1.390 -0.204 -1.786
O -1.373 -0.428 0.640
H -0.127 1.514 1.824
H 1.324 2.290 0.972
H 0.487 1.545 -1.188
H -2.204 1.179 -0.352
H -0.558 -0.911 -1.871
H -2.336 -0.746 -1.899
H -1.325 0.515 -2.608
H -2.181 -0.950 0.553
C 2.105 -1.204 1.071
O 1.183 -1.546 0.064
H 2.316 -2.050 1.745
H 3.040 -0.906 0.588
H 1.755 -0.356 1.676
H 0.299 -1.322 0.394
*
```

Atom charges from the Mulliken analysis, given in e for atoms 1 to 2: number 1, C, carries -1.02; number 2, C, carries -0.17



# 2
# C2H7N2

A structure of composition C2H7N2 at a distorted geometry (ωB97M-V/def2-TZVPD, the OMol25 dataset).

The calculation puts the HOMO-LUMO gap at 0.3304 Ha.

The geometry in ORCA input format:
```
! RIJCOSX wB97M-V def2-TZVPD def2/J DEFGRID3
* xyz 1 1
C -0.685 0.702 -0.362
C 1.533 -0.774 -0.122
N -1.904 0.819 0.015
N 0.519 -0.271 0.687
H -0.113 1.227 -1.118
H 1.932 -1.596 0.371
H 2.236 0.126 -0.128
H 1.304 -1.251 -1.181
H -2.561 1.389 -0.507
H -2.131 0.482 0.952
H -0.132 -0.853 1.395
*
```

Atom charges from the Mulliken analysis, given in e for atoms 1 to 2: number 1, C, carries 0.16; number 2, C, carries -0.77



# 3
# C3H4P2

The molecule C3H4P2 at a distorted geometry (ωB97M-V/def2-TZVPD, the OMol25 dataset).

The calculation puts the HOMO-LUMO gap at 0.2637 Ha. As for the structure (SMILES): [H]/P=C1\C\C1=P/[H].

The geometry in ORCA input format:
```
! RIJCOSX wB97M-V def2-TZVPD def2/J DEFGRID3
* xyz 0 1
H 2.003 1.905 0.426
P 1.474 1.274 1.640
C 0.338 0.487 0.678
C -0.081 0.187 -0.849
C -0.342 -0.716 0.345
P -1.383 -1.948 0.920
H -1.956 -2.092 -0.320
H -0.870 0.820 -1.342
H 0.816 0.083 -1.498
*
```

Atom charges from the Mulliken analysis, given in e for atoms 1 to 2: number 1, H, carries 0.01; number 2, P, carries -0.13



# 4
# C3H12N6O3

A cluster of 3 separate species, C3H12N6O3 in total at a distorted geometry (ωB97M-V/def2-TZVPD, the OMol25 dataset).

The calculation puts the HOMO-LUMO gap at 0.3545 Ha. As for the structure (SMILES): NC(N)=O.NC(N)=O.NC(N)=O.

The geometry in ORCA input format:
```
! RIJCOSX wB97M-V def2-TZVPD def2/J DEFGRID3
* xyz 0 1
N 19.025 -24.481 -0.718
C 18.375 -24.292 -1.789
N 18.175 -25.431 -2.430
O 18.018 -23.098 -2.033
H 19.312 -23.747 -0.086
H 19.157 -25.466 -0.542
H 18.570 -26.309 -2.125
H 17.350 -25.453 -3.013
N 25.445 -23.479 -0.276
C 24.867 -22.717 0.553
N 23.602 -22.983 0.616
O 25.426 -22.016 1.402
H 26.422 -23.656 -0.459
H 24.778 -23.698 -1.002
H 23.074 -23.701 0.141
H 23.128 -22.395 1.287
N 20.110 -29.288 2.679
C 19.217 -29.300 1.769
N 18.035 -29.595 2.151
O 19.389 -28.915 0.624
H 19.741 -29.578 3.573
H 21.052 -28.937 2.578
H 17.379 -29.551 1.384
H 17.659 -29.655 3.087
*
```

Atom charges from the Mulliken analysis, given in e for atoms 1 to 2: number 1, N, carries -0.32; number 2, C, carries 0.70



# 5
# C23H27Cl43NO3

A cluster of 15 separate species, C23H27Cl43NO3 in total at a distorted geometry (ωB97M-V/def2-TZVPD, the OMol25 dataset).

The calculation puts the HOMO-LUMO gap at 0.2468 Ha.

The geometry in ORCA input format:
```
! RIJCOSX wB97M-V def2-TZVPD def2/J DEFGRID3
* xyz -1 1
C 1.371 0.785 -1.075
C 1.165 -0.580 -0.711
N 1.179 -2.018 -0.152
C 2.611 -2.499 -0.350
C 3.746 -1.363 0.081
O 4.922 -2.120 0.584
C 0.183 -2.837 -0.944
C -1.302 -2.907 -0.191
C -2.383 -1.815 -0.762
C -2.677 -0.656 0.388
Cl -2.087 0.968 -0.300
C 0.649 -4.435 -1.101
O 1.032 -4.910 -2.291
O 0.552 -5.254 0.135
H 1.895 1.839 -1.270
H 2.849 -3.447 0.324
H 2.853 -2.756 -1.489
H 4.020 -0.752 -0.906
H 3.394 -0.678 0.964
H 5.747 -1.619 0.275
H 0.002 -2.399 -2.029
H -1.741 -3.987 -0.444
H -1.129 -2.883 0.966
H -3.421 -2.386 -0.902
H -2.082 -1.316 -1.783
H -2.120 -0.984 1.372
H -3.839 -0.605 0.603
C 0.424 -7.066 3.288
Cl -0.964 -7.326 4.358
Cl 1.633 -6.038 4.075
Cl 1.140 -8.615 2.810
H 0.073 -6.557 2.386
C 4.748 -4.681 6.348
Cl 3.765 -5.729 7.385
Cl 3.777 -4.040 5.012
Cl 5.455 -3.359 7.292
H 5.562 -5.277 5.928
C -5.334 3.930 -0.257
Cl -5.640 2.198 -0.469
Cl -5.028 4.305 1.448
Cl -3.969 4.448 -1.262
H -6.224 4.479 -0.576
C -1.537 -2.105 -4.746
Cl -2.520 -3.153 -3.709
Cl -2.508 -1.464 -6.082
Cl -0.830 -0.783 -3.801
H -0.723 -2.701 -5.166
C 5.045 -6.825 1.803
Cl 3.402 -6.372 1.319
Cl 5.080 -7.315 3.506
Cl 5.663 -8.125 0.769
H 5.692 -5.952 1.683
C 0.739 4.513 -3.097
Cl -0.649 4.253 -2.026
Cl 1.948 5.542 -2.310
Cl 1.455 2.964 -3.574
H 0.388 5.023 -3.998
C 2.537 3.658 1.840
Cl 1.174 2.565 1.545
Cl 3.758 2.870 2.853
Cl 3.249 4.191 0.307
H 2.164 4.538 2.371
C -2.893 6.944 3.833
Cl -1.803 6.675 2.463
Cl -3.902 5.515 4.116
Cl -1.972 7.354 5.290
H -3.548 7.786 3.592
C 0.573 0.827 -8.264
Cl 1.040 1.545 -6.713
Cl -0.308 -0.689 -8.007
Cl -0.406 1.963 -9.207
H 1.483 0.605 -8.828
C 0.245 9.168 0.179
Cl -1.398 9.621 -0.305
Cl 0.280 8.678 1.882
Cl 0.863 7.869 -0.855
H 0.892 10.041 0.059
C -3.446 -6.482 -1.682
Cl -1.712 -6.160 -1.512
Cl -3.904 -7.926 -0.762
Cl -4.394 -5.081 -1.152
H -3.661 -6.664 -2.738
C -1.346 -1.528 -11.735
Cl 0.388 -1.206 -11.566
Cl -1.804 -2.972 -10.816
Cl -2.294 -0.128 -11.206
H -1.561 -1.710 -12.791
C -6.163 7.319 7.365
Cl -7.526 6.226 7.070
Cl -4.942 6.532 8.378
Cl -5.451 7.853 5.833
H -6.536 8.199 7.896
C 3.381 3.155 6.884
Cl 2.409 4.022 5.683
Cl 2.608 1.622 7.321
Cl 5.020 2.873 6.272
H 3.451 3.774 7.782
*
```

Atom charges from the Mulliken analysis, given in e for atoms 1 to 2: number 1, C, carries -0.65; number 2, C, carries 0.17



# 6
# C5H9NO2

A structure of composition C5H9NO2 (ωB97M-V/def2-TZVPD, the OMol25 dataset).

The calculation puts the HOMO-LUMO gap at 0.2392 Ha.

The geometry in ORCA input format:
```
! RIJCOSX wB97M-V def2-TZVPD def2/J DEFGRID3
* xyz 0 1
C 0.897 0.004 0.002
C -0.440 -1.389 -0.428
C -1.310 0.990 0.735
C -0.394 0.478 -0.357
N 1.450 -0.005 1.279
O 1.804 -0.141 -0.991
C -0.583 1.207 -1.678
O -0.802 0.656 -2.723
H 2.465 -0.803 -0.743
H 0.835 0.301 2.018
H 2.367 0.425 1.342
H -1.304 -1.559 0.208
H 0.332 -2.123 -0.180
H -0.664 -1.433 -1.498
H -1.421 0.270 1.548
H -0.936 1.927 1.152
H -2.297 1.194 0.315
*
```

Atom charges from the Mulliken analysis, given in e for atoms 1 to 2: number 1, C, carries 0.29; number 2, C, carries -1.20



# 7
# C5H6Si

The molecule C5H6Si at a distorted geometry (ωB97M-V/def2-TZVPD, the OMol25 dataset).

The calculation puts the HOMO-LUMO gap at 0.3096 Ha. As for the structure (SMILES): c1cc[siH]cc1.

The geometry in ORCA input format:
```
! RIJCOSX wB97M-V def2-TZVPD def2/J DEFGRID3
* xyz 0 1
C -1.034 0.261 -0.761
C -0.887 1.053 0.328
C 0.001 0.867 1.358
Si 1.341 -0.302 1.003
C 0.910 -1.027 -0.607
C -0.284 -0.797 -1.211
H -1.772 0.448 -1.439
H -1.633 1.802 0.276
H -0.160 1.586 2.178
H 2.427 -0.965 1.918
H 1.656 -1.649 -0.980
H -0.567 -1.275 -2.063
*
```

Atom charges from the Mulliken analysis, given in e for atoms 1 to 2: number 1, C, carries -0.09; number 2, C, carries -0.44



| no. | calculated total energy (eV) | lowest unoccupied orbital energy (Eh) | HOMO (eV) |
| --- | --- | --- | --- |
| 1 | -9473.3651 | 0.027 | -9.66 |
| 2 | -5157.3109 | -0.197 | -14.34 |
| 3 | -21748.8295 | -0.052 | -8.58 |
| 4 | -18389.1379 | 0.007 | -9.45 |
| 5 | -570376.9705 | 0.051 | -5.34 |
| 6 | -10911.5387 | 0.014 | -6.14 |
| 7 | -13157.3983 | 0.018 | -7.94 |